(1)
C29H32N7NiOPS2 | ωB97M-V with the def2-TZVPD basis set

Structure (XYZ):
```
73
C29H32N7NiOPS2 (ωB97M-V with the def2-TZVPD basis set)
C -4.599 3.404 1.396
H 3.063 1.941 1.780
C -1.856 -1.713 1.036
H 4.534 0.586 -3.234
H 1.280 -2.548 -6.279
C 4.500 0.040 -2.299
P 1.323 2.102 0.080
C -0.450 -1.771 -2.058
H 2.344 0.106 -2.162
S -1.548 1.297 -1.044
C -3.458 2.635 3.499
N 1.477 -2.568 2.035
C 5.667 -1.147 -0.550
C 5.690 -0.412 -1.724
C -0.473 -2.473 -3.378
C 4.435 -1.393 0.039
C 1.453 2.907 -1.563
H 3.746 1.854 0.154
C -1.419 -4.070 -4.911
C 3.003 2.358 0.772
C -4.585 3.424 0.011
H 2.468 3.276 -1.722
H -3.668 1.623 3.849
N -1.272 -2.262 -1.122
H 0.748 3.735 -1.619
H 1.022 1.074 2.987
H -2.186 -3.667 -2.939
H -2.197 -0.299 5.449
H -0.115 1.071 5.197
H 1.188 2.206 -2.352
C -1.668 -0.263 4.505
C -0.522 0.506 4.371
N -3.670 2.812 -0.718
H 1.234 -1.403 -4.073
H -5.345 3.973 -0.540
H -0.432 -4.254 -6.810
C -2.136 -0.979 3.421
H 3.240 3.423 0.819
H -3.025 -1.589 3.498
H -3.977 -1.926 1.125
H -5.356 3.920 1.969
H -0.651 3.288 0.791
C -3.087 -2.558 1.050
C 2.392 -1.996 1.233
O 0.332 -0.785 -1.935
N -1.076 -1.576 0.027
H 0.800 4.322 0.877
C 0.398 3.325 1.068
Ni 0.268 -0.026 0.011
N -2.644 2.052 1.297
H 0.507 -2.355 1.876
C 0.518 -2.798 -5.551
H -2.172 -4.812 -5.143
C -3.576 2.699 2.003
C -2.718 2.119 -0.053
C -1.451 -0.912 2.212
H 6.581 -1.527 -0.113
C 3.245 -0.906 -0.502
H -4.154 3.318 3.985
H 1.747 -3.083 2.851
C 0.104 0.518 3.139
C -1.433 -3.434 -3.679
H 6.636 -0.207 -2.207
S 4.090 -2.333 1.465
C -0.442 -3.755 -5.849
H -2.441 2.882 3.800
C 3.273 -0.205 -1.704
H -3.141 -3.124 0.125
N -0.343 -0.161 2.087
H 0.484 3.112 2.133
H -3.094 -3.250 1.895
C 0.499 -2.157 -4.321
N 2.096 -1.210 0.237
```

## Properties
⟨S²⟩ = 2.0078
E_LUMO (spin up / spin down) = -0.182 / -0.153 eV
2S+1 = 3
Kohn-Sham gap (spin up / spin down) = 6.835 / 6.864 eV
strongest force on any atom = 0.45 eV/Å

Results of the natural (NBO) charge analysis, in e, for atoms 1 through 8: atom 1 (C): -0.369, atom 2 (H): 0.225, atom 3 (C): 0.243, atom 4 (H): 0.219, atom 5 (H): 0.210, atom 6 (C): -0.208, atom 7 (P): 0.835, atom 8 (C): 0.611


(2)
C21H32BO3Sc | ωB97M-V with the def2-TZVPD basis set

Structure (XYZ):
```
58
C21H32BO3Sc (ωB97M-V with the def2-TZVPD basis set)
H 0.066 2.663 -4.266
C -2.220 0.823 -1.324
H 1.255 3.536 0.450
Sc 0.067 0.793 -0.854
C 0.229 -1.696 -1.620
H 2.053 -0.422 4.158
C 0.805 -3.491 3.217
H -2.791 0.122 -1.932
H 2.933 -0.420 -0.131
H 2.016 1.264 1.687
B 0.256 -1.125 1.142
H 2.874 -1.955 3.792
O 0.540 -1.434 -0.199
C 1.573 2.621 -0.081
C -1.618 2.055 -1.780
H -0.292 -0.190 5.093
C -2.167 0.825 0.096
C -0.475 0.628 -4.433
H 0.677 -3.887 4.238
H -2.563 -0.194 -4.512
H -1.519 0.520 4.000
H -1.757 -3.119 3.464
H 2.494 0.613 -2.624
H 1.256 -0.293 -3.356
C 1.964 1.418 0.599
H -1.690 2.437 -2.794
H 1.488 3.135 -2.288
C 1.934 -1.511 4.139
H 1.761 -1.864 5.161
H -1.423 -2.254 4.971
H 0.057 2.198 -5.874
C -1.225 2.787 -0.622
C -1.881 0.549 -4.976
H 1.408 1.680 -4.917
H -0.008 -3.901 2.604
H 1.768 -3.860 2.842
H 0.210 0.740 3.632
C 0.848 -1.960 3.180
C -1.672 -2.126 3.913
C -0.588 -1.281 3.273
H -0.818 -2.119 -1.968
C -1.502 2.002 0.531
C 2.181 1.060 -1.683
H 1.039 -2.263 -2.237
H -0.217 -1.328 -3.824
C 1.667 2.396 -1.509
H -2.034 0.352 -6.033
H -2.638 -1.613 3.865
O -0.926 -1.020 1.855
C 2.390 0.485 -0.385
H -2.657 0.104 0.745
H -1.254 2.212 1.571
O 1.332 -1.558 1.873
H -2.318 1.544 -4.830
C 0.307 1.804 -4.898
C 0.093 -0.280 -3.550
C -0.533 0.036 4.038
H -0.757 3.764 -0.635
```

## Properties
E_LUMO (spin up / spin down) = 4.343 / 4.349 eV
net charge = -2
Kohn-Sham gap (spin up / spin down) = 3.333 / 1.511 eV
strongest force on any atom = 4.03 eV/Å
energy relative to the best compared isomer or geometry (same formula, charge and spin) = 39.6 kcal/mol

Results of the natural (NBO) charge analysis, in e, for atoms 1 through 8: atom 1 (H): 0.194, atom 2 (C): -0.348, atom 3 (H): 0.214, atom 4 (Sc): 0.646, atom 5 (C): -0.403, atom 6 (H): 0.211, atom 7 (C): -0.724, atom 8 (H): 0.227


(3)
C28H26AsFeN5O3S | ωB97M-V with the def2-TZVPD basis set

Structure (XYZ):
```
65
C28H26AsFeN5O3S (ωB97M-V with the def2-TZVPD basis set)
H -2.207 2.257 4.772
C -1.864 2.341 3.752
H -5.199 1.390 -2.507
H -1.675 4.472 1.131
H 0.172 -6.357 2.445
N -0.839 1.312 1.857
C 2.634 2.610 -3.696
H -0.684 2.457 0.149
H 2.089 -1.797 -6.303
O 1.735 0.098 3.010
H 2.434 -5.588 3.279
H 0.883 -3.348 -4.816
H 2.531 -6.312 1.672
C 1.333 1.836 -1.819
H -2.816 0.108 5.208
C -4.161 1.187 -2.278
C -1.246 -0.092 3.775
H -1.044 2.045 -3.288
C 1.765 -1.461 -5.327
C -3.156 1.814 -3.005
C -1.500 0.671 -1.694
C -1.825 1.556 -2.717
C -3.837 0.298 -1.264
As 0.347 0.273 -1.251
C 0.938 -0.615 -2.847
H 1.306 3.143 -0.102
C -1.572 3.582 1.735
H -2.259 -0.661 -0.178
C 2.886 3.792 -3.016
H -3.412 2.502 -3.800
H 3.054 2.460 -4.681
O 2.404 0.200 0.991
H -2.423 4.403 3.527
C 0.660 -1.913 -3.239
O 3.785 0.707 2.598
C -1.989 3.533 3.052
S 0.359 -2.594 0.958
C 2.405 3.978 -1.728
Fe 0.451 -0.361 1.390
C 1.869 1.616 -3.098
H 0.122 -2.590 -2.586
C -2.504 0.041 -0.969
C 1.637 2.993 -1.122
N 2.717 0.362 2.232
C 0.619 -5.421 2.113
H -1.185 0.151 5.884
C -1.818 -0.322 5.129
C -1.003 2.448 1.182
C 1.627 0.276 -3.675
H 3.487 4.562 -3.482
C 2.133 -5.469 2.238
H 0.315 -5.284 1.076
C -0.105 -3.077 2.590
C 1.084 -2.336 -4.491
C -1.304 1.242 3.126
N 0.017 -4.364 2.917
N -0.688 -0.994 3.056
H -4.618 -0.198 -0.703
N -0.593 -2.265 3.498
H -0.249 -4.577 3.867
C 2.038 -0.161 -4.929
H -1.865 -1.386 5.335
H 2.571 0.502 -5.597
H 2.585 -4.556 1.851
H 2.642 4.884 -1.186
```

## Properties
⟨S²⟩ = 8.7638
E_LUMO (spin up / spin down) = -3.444 / -4.451 eV
2S+1 = 6
net charge = +1
Kohn-Sham gap (spin up / spin down) = 7.622 / 6.613 eV
strongest force on any atom = 0.34 eV/Å
energy relative to the best compared isomer or geometry (same formula, charge and spin) = 0.0 kcal/mol

Results of the natural (NBO) charge analysis, in e, for atoms 1 through 8: atom 1 (H): 0.243, atom 2 (C): -0.219, atom 3 (H): 0.227, atom 4 (H): 0.246, atom 5 (H): 0.216, atom 6 (N): -0.579, atom 7 (C): -0.199, atom 8 (H): 0.220


(4)
C4H6ClN3 | ωB97M-V with the def2-TZVPD basis set

Structure (XYZ):
```
14
C4H6ClN3 (ωB97M-V with the def2-TZVPD basis set)
C 0.298 -0.254 -0.209
Cl -2.215 0.234 -1.051
H 2.154 -0.437 -0.618
C 0.143 -1.756 -0.403
C -0.810 0.487 -0.125
H 0.769 -2.432 -0.896
H 2.112 0.502 0.954
H -0.530 1.819 1.561
N -0.830 1.731 0.534
H -1.425 2.399 0.163
N -1.973 -1.718 0.503
H 1.621 1.209 -0.540
C 1.679 0.291 0.059
N -0.994 -2.076 0.069
```

## Properties
E_LUMO = 0.414 eV
Kohn-Sham gap = 8.034 eV
strongest force on any atom = 5.55 eV/Å
energy relative to the best compared isomer or geometry (same formula, charge and spin) = 112.6 kcal/mol

Results of the natural (NBO) charge analysis, in e, for atoms 1 through 8: atom 1 (C): -0.085, atom 2 (Cl): 0.042, atom 3 (H): 0.217, atom 4 (C): -0.269, atom 5 (C): 0.071, atom 6 (H): 0.228, atom 7 (H): 0.219, atom 8 (H): 0.401